Model one:
ORCA calculation (ωB97M-V/def2-TZVPD) on 2 unconnected molecules or ions with the total composition C5H9N2.

Geometry as XYZ:
```
16
Properties=species:S:1:pos:R:3:lowdin_charge:R:1
C -0.3325 0.1161 0.7519 0.114
C -0.7597 -1.7104 -1.2776 -0.028
C -1.1039 -0.3154 -1.8196 -0.014
C -0.5027 -0.5446 -0.5104 -0.169
C 2.1151 0.7631 0.3020 -0.008
N 0.8307 0.2226 0.3247 0.062
N -0.9986 0.9052 2.8248 0.171
H -1.6235 -2.2551 -0.9494 0.124
H 0.0559 -2.3447 -1.7574 0.165
H -0.4127 -0.0430 -2.5293 0.092
H -2.1428 -0.0221 -2.0919 0.149
H 2.7878 0.0683 0.8636 0.130
H 2.4337 0.9869 -0.7017 0.108
H 2.1066 1.6205 1.0203 0.127
H -1.9895 0.8270 2.7187 0.001
H -0.4637 1.7256 2.8312 -0.022
```

## Properties
HOMO level (spin up / spin down)   -13.99 / -14.73 eV
Net charge   +1
Frontier orbital gap (spin up / spin down)   9.14 / 8.96 eV

***

Model two:
ORCA calculation (ωB97M-V/def2-TZVPD) on a molecular structure, C5H9N2.

Geometry as XYZ:
```
16
Properties=species:S:1:pos:R:3:lowdin_charge:R:1
C 1.6015 0.4457 0.7158 -0.258
C 1.1863 1.2546 1.6576 0.076
C -0.2807 -0.1640 -1.0053 -0.037
C 1.5803 0.0732 -0.6900 -0.111
C -1.6227 0.0878 -0.3172 -0.080
N 2.1005 -0.7708 0.2015 0.136
N -2.4594 -0.8592 0.0205 0.154
H 1.4027 1.1575 2.7599 0.101
H 0.7923 2.1387 1.3809 0.024
H -0.2300 0.7252 -1.6358 0.099
H -0.4265 -1.1981 -1.4038 0.102
H 1.8095 0.4450 -1.6821 0.141
H -1.7683 1.1206 -0.1556 0.124
H -3.4904 -0.8226 0.0484 0.154
H 1.9596 -1.7549 0.4595 0.170
H -2.1548 -1.8785 -0.3543 0.206
```

## Properties
HOMO level   -13.16 eV
Net charge   +1
Frontier orbital gap   8.29 eV

***

The most stable arrangement is model two, and the next structure is 67.1 kcal/mol less stable.

***

Model one:
ORCA calculation (ωB97M-V/def2-TZVPD) on 2 unconnected molecules or ions with the total composition C5H9N2.

Geometry as XYZ:
```
16
Properties=species:S:1:pos:R:3:lowdin_charge:R:1
C 2.2548 -0.1499 1.2487 0.003
C -0.2036 1.9782 -0.5891 0.094
C 1.7238 -0.0087 0.0571 0.065
C -0.2704 0.7093 -0.3547 -0.113
C -1.1358 -0.3401 -0.3132 -0.310
N -1.5203 -1.1134 -1.3854 0.247
N -1.3565 -0.9033 0.9118 0.217
H 3.2833 0.0606 1.2330 0.059
H 1.7945 -0.3268 2.2692 0.104
H -1.0049 2.6379 -0.7384 0.076
H 0.7823 2.3686 -0.6305 0.073
H 2.1194 -0.0074 -0.9270 0.070
H -1.2157 -0.9053 -2.2687 0.101
H -2.1346 -1.8328 -1.1989 0.100
H -1.3819 -0.3721 1.7269 0.113
H -1.7344 -1.7946 0.9593 0.102
```

## Properties
HOMO level   -13.72 eV
Net charge   +1
Frontier orbital gap   9.04 eV

***

Model two:
ORCA calculation (ωB97M-V/def2-TZVPD) on a gas-phase ion, C5H9N2 (charge +1).

Geometry as XYZ:
```
16
Properties=species:S:1:pos:R:3:lowdin_charge:R:1
C -0.7871 1.2643 1.2835 0.164
C 1.4151 -1.0152 -0.8432 -0.272
C -0.3467 1.1579 2.4656 0.180
C -1.2380 1.0930 -0.0329 -0.104
C -0.1934 0.6508 -1.1026 -0.196
N 0.2073 -0.6741 -1.0216 -0.085
N 1.8215 -2.2451 -0.7987 0.068
H 0.0830 2.0053 2.8862 0.110
H -0.7867 0.4430 3.1707 0.155
H -2.1815 0.4354 -0.1468 0.213
H -1.4548 2.0118 -0.3827 0.104
H -0.6562 0.8283 -2.1431 0.165
H 0.7816 1.1704 -0.9136 0.134
H -0.4475 -1.4004 -1.2730 0.148
H 2.6422 -2.6584 -0.4035 0.090
H 1.1413 -3.0668 -0.7442 0.126
```

## Properties
HOMO level (spin up / spin down)   -11.25 / -11.25 eV
Net charge   +1
Frontier orbital gap (spin up / spin down)   4.30 / 4.30 eV

***

Model three:
ORCA calculation (ωB97M-V/def2-TZVPD) on a gas-phase ion, C5H9N2 (charge +1).

Geometry as XYZ:
```
16
Properties=species:S:1:pos:R:3:lowdin_charge:R:1
C -0.8101 1.5171 0.0222 -0.090
C -1.5649 -0.7001 -0.0879 -0.170
C -0.1643 -1.3441 0.1541 -0.039
C 1.6574 0.5334 0.4591 -0.010
C 0.5682 1.0483 -0.3550 -0.169
N -1.7041 0.6718 0.1702 0.044
N 0.8616 -0.3580 -0.2757 -0.044
H -0.9675 2.6621 0.2699 0.176
H -2.0696 -0.9773 -1.1633 0.199
H -2.2781 -1.0628 0.5850 0.098
H 0.2250 -1.6215 1.1502 0.149
H -0.1331 -2.2728 -0.2874 0.104
H 2.6779 0.7653 0.1859 0.147
H 1.4333 0.3471 1.5733 0.183
H 0.8444 1.5585 -1.3042 0.180
H 1.4239 -0.7668 -1.0962 0.242
```

## Properties
HOMO level   -13.89 eV
Structure (SMILES)   C1=NCC[N@@H+]2C[C@H]12
Net charge   +1
Frontier orbital gap   10.37 eV

***

Model four:
ORCA calculation (ωB97M-V/def2-TZVPD) on a gas-phase ion, C5H9N2 (charge +1).

Geometry as XYZ:
```
16
Properties=species:S:1:pos:R:3:lowdin_charge:R:1
C 2.4384 -0.0246 -0.1051 -0.236
C 3.6302 0.4853 0.2015 0.267
C 1.2227 0.8972 0.0508 -0.140
C 0.1586 -0.0643 -0.4335 -0.332
C -2.2338 0.0517 0.2801 0.025
N 1.1293 -1.1844 -0.4710 0.113
N -0.8605 -0.5416 0.5096 0.040
H 1.1570 1.2452 1.0420 0.111
H 1.3340 1.7136 -0.5916 0.105
H -0.3824 0.2532 -1.4081 0.197
H -1.9929 1.1714 0.2785 0.134
H -2.6740 -0.2982 -0.6750 0.111
H -3.0228 -0.3001 1.0423 0.136
H 1.5163 -1.3324 -1.4892 0.159
H -0.8832 -1.4728 0.3087 0.121
H -0.5370 -0.5992 1.4601 0.188
```

## Properties
HOMO level   -13.91 eV
Net charge   +1
Frontier orbital gap   8.62 eV

***

The most stable arrangement is model three, and the next structure is 16.1 kcal/mol less stable.

***

Model one:
ORCA calculation (ωB97M-V/def2-TZVPD) on a gas-phase ion, C5H9N2 (charge +1).

Geometry as XYZ:
```
16
Properties=species:S:1:pos:R:3:lowdin_charge:R:1
C -3.2952 0.0833 -0.3415 0.289
C -1.3502 -0.9422 -0.0682 -0.077
C -0.1650 1.7012 0.3180 -0.019
C 0.6848 -2.1239 0.1162 0.040
C 0.6507 0.3633 0.0058 -0.103
N -2.1695 -0.0662 -0.0191 0.071
N -0.1350 -0.9008 -0.0293 -0.068
H -3.8956 0.9401 -0.5164 0.109
H 0.3998 2.5262 0.3257 0.045
H -0.8670 1.7835 -0.4433 0.046
H -0.6992 1.6359 1.2797 0.100
H 1.4236 -1.9457 0.8675 0.096
H 1.2483 -2.3509 -0.8044 0.125
H 0.0862 -2.9099 0.4055 0.077
H 1.5836 0.2492 0.5856 0.131
H 1.0826 0.5872 -0.9860 0.137
```

## Properties
HOMO level (spin up / spin down)   -13.79 / -13.79 eV
Net charge   +1
Frontier orbital gap (spin up / spin down)   8.32 / 8.32 eV

***

Model two:
ORCA calculation (ωB97M-V/def2-TZVPD) on a gas-phase ion, C5H9N2 (charge +1).

Geometry as XYZ:
```
16
Properties=species:S:1:pos:R:3:lowdin_charge:R:1
C 0.1964 -0.3134 1.7465 -0.113
C -0.5491 -0.4807 0.6872 -0.133
C 1.3641 0.4832 1.6476 -0.148
C 1.5024 1.0265 -0.6728 -0.040
C 1.4469 1.4875 -1.9897 -0.009
N 1.5631 1.0422 0.4853 0.115
N -1.7687 -1.3837 0.6792 0.218
H -0.0437 -0.9529 2.6162 0.140
H -0.6991 0.2258 -0.2824 0.157
H 2.0799 0.5513 2.4221 0.104
H 1.7625 2.4413 -2.2104 0.079
H 0.5570 1.2777 -2.6030 0.123
H 2.2023 0.8284 -2.3630 0.098
H -1.9291 -1.6254 1.6348 0.154
H -1.5671 -2.2416 0.2475 0.145
H -2.4747 -0.9551 0.2258 0.111
```

## Properties
HOMO level   -11.04 eV
Net charge   +1
Frontier orbital gap   7.79 eV

***

The most stable arrangement is model two, and the next structure is 33.4 kcal/mol less stable.